(1)
Below is a cluster of 3 separate species, C19H28F8N2O6Si in total at a distorted geometry, with properties calculated with the ωB97M-V functional and the def2-TZVPD basis.

Properties
frontier orbital gap: 8.48 eV
M: 560.51 g/mol
max |F|: 0.126 hartree/bohr
total charge: 0
highest occupied orbital energy: -0.338 hartree
structure (SMILES): N#CO[Si@@](N)(COC(F)(F)F)C(F)(F)c1cccc(C(F)(F)F)c1.COCCOC.COCCOC

Geometry (Å):
N -2.07279 -1.74323 6.01810
C -2.62640 -1.60213 4.94311
O -2.83472 -1.22973 3.58407
Si -3.59368 0.33321 3.45651
N -5.25061 0.30225 4.15478
C -2.66195 1.74875 4.37593
O -2.39065 1.46885 5.78014
C -1.35177 2.27526 6.29705
F -0.11241 2.15527 5.61284
F -1.10462 1.79624 7.63233
F -1.73726 3.65332 6.47336
C -3.60062 0.75669 1.55075
F -3.48558 2.16094 1.29204
F -4.84801 0.21226 1.02902
C -2.35514 -0.06674 0.92028
C -2.60318 -1.07858 -0.27160
C -1.38602 -1.89547 -0.85615
C 0.07176 -1.73600 -0.27016
C 0.32888 -0.73924 0.90031
C 1.75109 -0.50134 1.60666
F 1.95533 -1.39683 2.70382
F 2.79048 -0.60357 0.64485
F 1.79538 0.81979 2.17389
C -0.87950 0.07206 1.45901
H -5.49403 -0.71202 4.18124
H -5.16375 0.56170 5.16344
H -1.74969 2.05404 3.75650
H -3.38441 2.65942 4.35553
H -3.65290 -1.22196 -0.72831
H -1.56250 -2.62522 -1.72323
H 0.94531 -2.34368 -0.69088
H -0.70629 0.78844 2.33951
C -3.63722 -2.66128 -4.43289
O -2.85805 -1.53220 -4.05939
C -1.95824 -1.12804 -5.09145
C -2.50017 0.07003 -5.86556
O -3.67708 -0.27147 -6.59592
C -4.86509 0.14735 -5.93664
H -4.47106 -2.74548 -3.73322
H -4.04312 -2.56593 -5.44397
H -3.02855 -3.56825 -4.36364
H -1.73851 -1.96401 -5.76457
H -1.02447 -0.83732 -4.60375
H -1.74934 0.38194 -6.59873
H -2.68860 0.91795 -5.19814
H -4.99974 1.22436 -6.07007
H -4.85022 -0.09110 -4.87007
H -5.70921 -0.37055 -6.39588
C 5.71921 1.95693 0.66412
O 6.11451 1.79051 -0.69118
C 7.53255 1.78017 -0.84649
C 8.06651 0.35780 -0.98919
O 7.87975 -0.39103 0.21065
C 6.75180 -1.25367 0.14142
H 4.66502 1.68607 0.74681
H 6.29355 1.31954 1.34262
H 5.83566 3.00536 0.95522
H 8.01861 2.30048 -0.01385
H 7.75663 2.33272 -1.76233
H 9.14526 0.40500 -1.17075
H 7.60562 -0.15233 -1.84210
H 6.99709 -2.13232 -0.46208
H 5.87562 -0.75308 -0.27848
H 6.51150 -1.58090 1.15475

---

(2)
Below is a structure of composition C19H28IO2Pm at a distorted geometry, with properties calculated with the ωB97M-V functional and the def2-TZVPD basis.

Properties
frontier orbital gap (spin up / spin down): 7.63 / 7.68 eV
M: 560.33 g/mol
2S+1: 5
max |F|: 0.047 hartree/bohr
total charge: 0
energy relative to the best compared isomer or geometry (same formula, charge and spin): 21.7 kcal/mol
highest occupied orbital energy (spin up / spin down): -0.272 / -0.273 hartree

Geometry (Å):
O 0.88203 -0.05816 -1.80142
C 1.07416 1.08305 -2.74937
C 1.07356 0.25140 -4.01534
H 2.01902 1.56684 -2.47241
H 0.25701 1.82773 -2.78014
C 0.90671 -0.89200 -2.99890
H 2.01473 0.23893 -4.56927
H 0.18104 0.36655 -4.64720
C 2.05312 -1.87126 -3.02062
H 3.02021 -1.35954 -2.96992
H 2.00628 -2.43295 -3.95926
H 1.98692 -2.56204 -2.17379
C -0.38234 -1.64236 -3.22265
H -1.22445 -0.96337 -3.37725
H -0.60446 -2.28892 -2.36108
H -0.28930 -2.26135 -4.13292
Pm 0.53435 -0.33059 1.59271
C -1.14285 -0.56083 3.98981
C -0.87981 0.82993 3.89640
C -1.64755 1.33047 2.80474
H -0.26192 1.41351 4.57226
C -2.30272 0.23730 2.19863
C -1.99699 -0.93444 2.92727
H -2.47729 -1.90960 2.80086
H -0.80373 -1.20991 4.79369
H -1.80650 2.38347 2.57573
H -3.03013 0.30144 1.40752
C 1.44137 -2.03763 3.64606
C 0.67659 -2.81930 2.74026
C 1.35711 -2.83681 1.47278
H -0.21370 -3.38972 2.98801
C 2.53385 -2.05504 1.61736
C 2.57720 -1.56206 2.95851
H 3.32089 -0.89765 3.37828
H 1.18520 -1.80192 4.67423
H 1.04692 -3.40043 0.60281
H 3.25391 -1.82825 0.84415
O -0.56426 1.26208 -0.21515
C -1.78296 0.96928 -0.95574
C -2.31026 2.35394 -1.35200
H -2.44184 0.38024 -0.29179
H -1.55626 0.34140 -1.82606
C -1.54479 3.40145 -0.51197
H -3.41094 2.38775 -1.31916
H -2.00005 2.51651 -2.40038
C -0.24801 2.69932 -0.14312
H -2.10395 3.67993 0.40270
H -1.35913 4.28309 -1.13673
H 0.11797 2.94645 0.89051
H 0.61079 2.92972 -0.83491
I 2.25526 1.92436 2.46326

---

(3)
Below is a structure of composition C19H28IO2Zr at a distorted geometry, with properties calculated with the ωB97M-V functional and the def2-TZVPD basis.

Properties
frontier orbital gap: 7.60 eV
M: 506.56 g/mol
max |F|: 0.049 hartree/bohr
total charge: +1
energy relative to the best compared isomer or geometry (same formula, charge and spin): 34.7 kcal/mol
highest occupied orbital energy: -0.403 hartree

Geometry (Å):
O -0.60675 -1.13591 -1.08068
C -1.99947 -1.38706 -1.44379
C -1.54783 -2.42388 -2.47399
H -2.48269 -0.46639 -1.85408
H -2.55179 -1.68977 -0.55172
C -0.10072 -1.82000 -2.29597
H -2.07659 -2.42335 -3.41902
H -1.71303 -3.45342 -2.12498
C 0.24686 -0.57689 -3.13021
H -0.44178 0.26991 -2.97565
H 0.14940 -0.74786 -4.19558
H 1.29203 -0.20796 -3.02446
C 1.05504 -2.77843 -2.00953
H 0.83281 -3.49527 -1.20237
H 2.02020 -2.27198 -1.74019
H 1.35523 -3.42858 -2.83447
Zr 0.64078 0.28712 1.35450
C 1.34856 -1.90767 2.87369
C 0.56100 -1.08237 3.71127
C -0.73720 -0.98420 3.10821
H 0.86855 -0.70437 4.68702
C -0.72607 -1.71933 1.88485
C 0.59744 -2.24627 1.71087
H 0.90534 -2.89807 0.89577
H 2.32406 -2.31514 3.14220
H -1.62725 -0.55032 3.56122
H -1.60033 -2.06673 1.34422
C 2.92749 -0.06237 2.11809
C 2.79775 -0.91823 0.95451
C 2.59582 -0.10249 -0.17297
H 2.90326 -2.00238 0.91383
C 2.62964 1.26704 0.25553
C 2.87422 1.28119 1.66196
H 3.10488 2.15359 2.26624
H 3.14334 -0.36783 3.13994
H 2.62623 -0.42410 -1.21093
H 2.62736 2.12365 -0.41782
O -0.77137 1.99588 0.03032
C -1.36420 2.17180 -1.28697
C -2.43843 3.25636 -1.25812
H -1.85678 1.20416 -1.48939
H -0.59866 2.43408 -2.06181
C -2.46751 3.77508 0.17480
H -3.39797 2.84447 -1.58611
H -2.12602 3.96874 -2.01351
C -1.38689 2.97676 0.90875
H -3.43004 3.54465 0.65357
H -2.30503 4.86071 0.28019
H -1.73719 2.35713 1.74534
H -0.60235 3.66924 1.27069
I 0.26668 2.21708 3.20677

---

(4)
Below is a structure of composition C19H28InNO5 at a distorted geometry, with properties calculated with the ωB97M-V functional and the def2-TZVPD basis.

Properties
frontier orbital gap (spin up / spin down): 5.99 / 5.97 eV
M: 465.25 g/mol
max |F|: 0.068 hartree/bohr
total charge: 0
highest occupied orbital energy (spin up / spin down): -0.295 / -0.296 hartree

Geometry (Å):
O 2.60182 5.30618 -3.26753
C 1.99710 6.32180 -4.08891
C 3.34627 6.82025 -4.58765
H 1.46616 7.05766 -3.47190
H 1.36502 5.89727 -4.87402
C 3.92843 5.79809 -3.59377
H 3.58364 7.85887 -4.36104
H 3.52329 6.54611 -5.63246
C 4.59029 6.37251 -2.36567
H 3.92701 7.08620 -1.86451
H 5.51257 6.87006 -2.68818
H 4.82950 5.56372 -1.66522
C 4.82103 4.80672 -4.28915
H 4.25662 4.17512 -4.97940
H 5.37483 4.20843 -3.56276
H 5.54430 5.40987 -4.85790
In -1.45652 1.10338 -0.23591
C 0.14914 -2.64835 -1.26546
C -1.11952 -2.17056 -1.69464
C -0.90182 -1.13254 -2.65462
H -2.09597 -2.54617 -1.37974
C 0.51385 -0.98228 -2.81679
C 1.15520 -1.90222 -1.93852
H 2.23125 -2.00352 -1.79793
H 0.30651 -3.44581 -0.54206
H -1.68091 -0.56089 -3.16706
H 1.00411 -0.29227 -3.50940
C 1.07898 -0.69906 2.32935
C 1.99874 -0.95776 1.26581
C 2.33243 0.27761 0.64729
H 2.38659 -1.94205 0.98623
C 1.63725 1.31675 1.33088
C 0.83444 0.71611 2.35669
H 0.18146 1.23386 3.05819
H 0.66795 -1.43323 3.02799
H 3.02357 0.41784 -0.19020
H 1.73558 2.38545 1.13083
O 2.76890 3.70650 -1.30492
C 2.89524 2.67386 -2.31030
C 1.84414 2.84968 -3.40127
H 2.72620 1.67717 -1.85702
H 3.90853 2.72233 -2.73024
C 0.75212 3.71357 -2.73689
H 1.48199 1.88763 -3.77356
H 2.27397 3.39717 -4.24297
C 1.40890 4.19250 -1.40973
H -0.14597 3.12032 -2.47691
H 0.43435 4.56156 -3.36459
H 0.81655 3.80031 -0.55255
H 1.40812 5.29069 -1.36414
O -2.71854 -1.48960 2.45612
N -2.35533 -0.65379 1.65145
O -1.65893 -1.00090 0.59078
O -2.60409 0.60319 1.77714

---

(5)
Below is a structure of composition C19H28IrN4S2 at a distorted geometry, with properties calculated with the ωB97M-V functional and the def2-TZVPD basis.

Properties
frontier orbital gap (spin up / spin down): 6.38 / 4.93 eV
M: 568.81 g/mol
2S+1: 5
max |F|: 0.073 hartree/bohr
total charge: +3
highest occupied orbital energy (spin up / spin down): -0.578 / -0.679 hartree

Geometry (Å):
Ir 0.67408 -0.14588 -0.41519
S -1.19421 1.39083 -0.11895
S -0.05042 -2.21292 -0.53818
C -2.89282 0.96050 -0.63942
C -0.81045 2.31515 -1.65922
C -0.63415 1.40938 -2.85073
N 0.10475 0.12800 -2.48754
C -0.58013 -1.08984 -3.05759
C -0.17933 -2.37232 -2.35243
H 0.06890 2.93866 -1.48012
H -1.68468 2.95497 -1.78130
H -0.06555 1.93134 -3.63653
H -1.60206 1.12852 -3.28544
H -0.32529 -1.16209 -4.12699
H -1.66359 -0.93219 -2.99110
H 0.77161 -2.77003 -2.71980
H -0.94021 -3.15335 -2.46981
C -1.83853 -2.22644 -0.16291
H 0.98472 0.18554 -3.00573
H -2.17384 -1.28306 0.28418
H -1.96615 -3.03838 0.56124
H -2.38681 -2.44915 -1.08259
H -3.46709 0.83615 0.28657
H -2.93417 0.05308 -1.24923
H -3.27681 1.82198 -1.19829
C 2.39649 -0.80510 -1.47298
C 2.58194 -1.02359 -0.07248
H 2.90183 0.05649 -1.92689
H 2.29751 -1.66676 -2.13309
H 3.26075 -0.35775 0.45985
H 2.52349 -2.04363 0.33775
C -2.12948 -2.43872 3.88541
C -2.36911 -1.07776 3.64851
C -1.43780 -0.33835 2.92469
C -0.33794 -0.98294 2.35569
C -0.10418 -2.35422 2.55704
C -1.01814 -3.07910 3.32274
N 0.58487 -0.14838 1.61810
N 0.88228 0.96735 2.31858
C 1.49466 1.90264 1.54546
C 2.13022 3.02975 2.11857
C 3.05376 3.71126 1.35412
C 3.19974 3.36815 0.00414
C 2.36769 2.41876 -0.57246
N 1.56992 1.64846 0.20124
H -2.82270 -2.99984 4.52053
H -3.24953 -0.56762 4.04172
H -1.54326 0.73875 2.77426
H 0.80789 -2.79773 2.16075
H -0.86161 -4.14667 3.50552
H 1.90230 3.22548 3.16311
H 3.67610 4.48230 1.80601
H 3.96011 3.82888 -0.61451
H 2.34445 2.23146 -1.65428